{
  "formula": "C6H55N2O25",
  "method": "ωB97M-V/def2-TZVPD",
  "total_charge": 1,
  "homo_lumo_gap_ev": 9.670,
  "e_tot_ha": -2251.88224,
  "multiplicity": 1,
  "elements": ["O", "C", "O", "C", "C", "C", "C", "N", "C", "N", "H", "H", "H", "H", "H", "H", "H", "H", "H", "O", "H", "H", "O", "H", "H", "O", "H", "H", "O", "H", "H", "O", "H", "H", "O", "H", "H", "O", "H", "H", "O", "H", "H", "O", "H", "H", "O", "H", "H", "O", "H", "H", "O", "H", "H", "O", "H", "H", "O", "H", "H", "O", "H", "H", "O", "H", "H", "O", "H", "H", "O", "H", "H", "O", "H", "H", "O", "H", "H", "O", "H", "H", "O", "H", "H", "O", "H", "H"],
  "coordinates": [[-3.510, 2.705, -1.285], [-2.997, 1.848, -1.960], [-2.057, 2.197, -2.926], [-3.443, 0.358, -1.644], [-2.365, -0.746, -2.083], [-1.695, -1.233, -0.764], [-0.554, -0.584, -0.167], [-0.398, -1.387, 0.993], [-1.317, -2.370, 1.071], [-2.159, -2.318, -0.016], [-1.196, 1.754, -2.777], [-3.546, 0.312, -0.510], [-4.440, 0.086, -2.066], [-1.603, -0.343, -2.795], [-2.896, -1.571, -2.636], [0.009, 0.305, -0.505], [0.327, -1.203, 1.695], [-1.434, -3.140, 1.860], [-2.968, -2.888, -0.258], [0.701, 0.361, -3.650], [1.350, 0.568, -4.338], [0.739, -0.602, -3.583], [-0.382, 2.431, 0.439], [-1.217, 2.696, 0.030], [-0.512, 2.619, 1.381], [-4.705, 0.471, 1.533], [-4.489, 1.111, 0.847], [-4.843, 1.015, 2.321], [-4.105, 5.587, -1.993], [-3.463, 5.797, -2.680], [-4.071, 4.624, -1.924], [-6.149, 2.787, 2.378], [-5.933, 3.427, 1.690], [-6.281, 3.326, 3.167], [-1.471, -5.678, -0.057], [-1.367, -5.953, 0.865], [-1.439, -4.716, -0.021], [1.168, 3.848, -2.205], [1.014, 3.276, -1.440], [0.563, 3.506, -2.876], [1.701, -5.341, 0.669], [0.812, -5.379, 0.296], [2.279, -5.365, -0.105], [-4.845, 3.059, 4.834], [-5.424, 2.605, 5.458], [-4.350, 3.679, 5.383], [3.568, 0.535, -4.398], [4.377, 0.122, -4.723], [3.822, 1.454, -4.236], [0.510, 3.438, 3.125], [0.346, 4.237, 3.640], [1.407, 3.180, 3.374], [2.297, -2.909, -0.515], [2.308, -3.495, 0.260], [2.117, -2.036, -0.147], [2.560, 3.716, -4.838], [3.373, 4.229, -4.916], [2.207, 3.961, -3.976], [5.217, -2.797, 0.564], [5.099, -2.141, 1.259], [4.321, -2.951, 0.236], [2.674, 4.670, 2.170], [1.778, 4.711, 1.815], [3.236, 4.861, 1.408], [2.945, 6.253, -3.361], [2.362, 5.794, -2.742], [3.436, 6.869, -2.806], [3.765, 3.368, -0.171], [3.613, 2.798, 0.592], [3.160, 3.028, -0.841], [2.744, -2.324, -4.706], [3.546, -2.747, -5.032], [3.004, -1.408, -4.548], [1.938, -1.147, 3.122], [1.785, -0.339, 3.628], [2.839, -1.411, 3.370], [-1.713, -8.604, -0.467], [-1.610, -8.878, 0.452], [-1.687, -7.640, -0.427], [4.694, -1.804, 3.742], [5.494, -2.243, 3.424], [4.979, -0.897, 3.913], [2.622, 0.373, 5.574], [1.887, -0.200, 5.828], [3.401, -0.089, 5.905], [-3.578, -8.717, 1.894], [-3.709, -9.274, 2.670], [-4.175, -9.090, 1.234]]
}

***

{
  "formula": "C38H58BN12SSbSi3Sn",
  "method": "ωB97M-V/def2-TZVPD",
  "total_charge": 1,
  "homo_lumo_gap_ev": [6.690, 6.969],
  "e_tot_ha": -3885.89505,
  "multiplicity": 2,
  "s2": 0.775,
  "elements": ["Sn", "C", "C", "C", "C", "N", "N", "B", "N", "C", "C", "C", "C", "N", "N", "C", "C", "C", "C", "N", "N", "C", "C", "C", "C", "N", "H", "H", "H", "H", "H", "H", "H", "H", "H", "H", "H", "H", "H", "H", "H", "H", "H", "H", "H", "H", "S", "C", "N", "N", "C", "C", "C", "C", "C", "C", "N", "N", "C", "C", "C", "C", "C", "C", "H", "H", "H", "H", "H", "H", "H", "H", "H", "H", "H", "C", "Si", "C", "C", "Sb", "Si", "C", "C", "C", "Si", "C", "C", "C", "H", "H", "H", "H", "H", "H", "H", "H", "H", "H", "H", "H", "H", "H", "H", "H", "H", "H", "H", "H", "H", "H", "H", "H", "H", "H", "H"],
  "coordinates": [[-0.812, -0.951, 0.015], [-1.476, 0.791, -4.272], [-2.628, 0.192, -3.536], [-3.940, 0.079, -4.009], [-4.630, -0.517, -2.981], [-3.770, -0.741, -1.965], [-2.541, -0.299, -2.300], [-4.173, -1.400, -0.614], [-3.889, -0.483, 0.618], [-4.730, 0.312, 1.302], [-4.110, 0.712, 2.468], [-2.855, 0.102, 2.453], [-1.803, 0.107, 3.508], [-2.726, -0.613, 1.332], [-3.400, -2.710, -0.327], [-3.909, -3.788, 0.292], [-2.921, -4.740, 0.414], [-1.782, -4.150, -0.137], [-0.421, -4.741, -0.278], [-2.075, -2.917, -0.573], [-5.651, -1.745, -0.782], [-6.136, -2.815, -1.468], [-7.473, -2.615, -1.680], [-7.744, -1.356, -1.101], [-9.041, -0.617, -1.092], [-6.643, -0.846, -0.578], [-1.727, 0.879, -5.327], [-1.255, 1.792, -3.900], [-0.584, 0.176, -4.174], [-4.321, 0.384, -4.968], [-5.669, -0.793, -2.937], [-5.718, 0.492, 0.920], [-4.507, 1.355, 3.235], [-2.110, -0.536, 4.334], [-0.859, -0.281, 3.122], [-1.647, 1.111, 3.901], [-4.932, -3.813, 0.624], [-3.012, -5.713, 0.864], [-0.456, -5.623, -0.918], [0.265, -4.013, -0.706], [-0.042, -5.045, 0.698], [-5.498, -3.628, -1.771], [-8.166, -3.276, -2.172], [-9.871, -1.315, -1.187], [-9.158, -0.044, -0.174], [-9.083, 0.079, -1.931], [1.014, -2.171, 1.369], [2.329, -1.009, 1.744], [3.543, -1.490, 2.059], [3.735, -2.783, 2.001], [5.012, -3.326, 2.113], [6.064, -2.577, 2.647], [7.336, -3.117, 2.677], [7.576, -4.388, 2.170], [6.526, -5.130, 1.647], [5.244, -4.613, 1.628], [2.241, 0.296, 1.776], [1.036, 0.844, 1.291], [0.415, 1.748, 2.187], [0.962, 2.082, 3.427], [0.285, 2.952, 4.267], [-0.949, 3.477, 3.910], [-1.528, 3.088, 2.710], [-0.849, 2.239, 1.853], [2.942, -3.384, 1.781], [5.852, -1.594, 3.040], [8.151, -2.544, 3.098], [8.575, -4.802, 2.187], [6.712, -6.115, 1.240], [4.417, -5.185, 1.223], [1.887, 1.614, 3.731], [0.729, 3.218, 5.218], [-1.471, 4.156, 4.571], [-2.521, 3.430, 2.449], [-1.316, 1.897, 0.937], [4.497, 3.785, -1.129], [4.152, 2.613, 0.318], [3.934, 3.523, 1.947], [5.452, 1.258, 0.403], [1.781, 1.727, -0.505], [2.375, -0.336, -2.310], [3.160, 0.772, -3.627], [3.712, -1.406, -1.530], [1.027, -1.422, -3.079], [0.138, 3.850, -0.770], [0.612, 5.025, 0.628], [0.858, 4.536, -2.388], [-1.703, 3.465, -0.955], [5.473, 4.261, -1.019], [3.748, 4.577, -1.197], [4.498, 3.251, -2.081], [4.897, 3.889, 2.309], [3.533, 2.839, 2.693], [3.257, 4.374, 1.865], [6.305, 1.603, 0.991], [5.825, 0.986, -0.586], [5.041, 0.378, 0.895], [4.091, 1.216, -3.269], [2.503, 1.580, -3.952], [3.397, 0.165, -4.503], [4.519, -0.813, -1.102], [4.136, -2.059, -2.297], [3.299, -2.036, -0.744], [0.899, -1.183, -4.135], [0.049, -1.331, -2.601], [1.333, -2.467, -3.003], [1.605, 5.436, 0.435], [0.618, 4.556, 1.612], [-0.091, 5.860, 0.659], [1.681, 5.222, -2.181], [0.099, 5.101, -2.932], [1.236, 3.763, -3.058], [-1.898, 2.414, -1.175], [-2.123, 4.055, -1.773], [-2.245, 3.725, -0.046]]
}

***

{
  "formula": "C31H28BrO8PSi2",
  "method": "ωB97M-V/def2-TZVPD",
  "total_charge": 0,
  "homo_lumo_gap_ev": 8.790,
  "e_tot_ha": -5294.59913,
  "multiplicity": 1,
  "elements": ["C", "C", "Br", "C", "Si", "O", "Si", "P", "O", "O", "O", "H", "H", "H", "H", "H", "H", "H", "H", "H", "H", "H", "H", "C", "C", "C", "C", "C", "C", "C", "O", "C", "C", "C", "C", "C", "C", "C", "O", "H", "H", "H", "H", "H", "H", "H", "H", "C", "C", "C", "C", "C", "C", "C", "O", "C", "C", "C", "C", "C", "C", "C", "O", "H", "H", "H", "H", "H", "H", "H", "H"],
  "coordinates": [[0.180, -8.371, 2.709], [0.278, -7.023, 2.012], [0.035, -7.352, 0.099], [-0.733, -6.034, 2.602], [-1.220, -4.499, 1.615], [-2.884, -4.336, 1.506], [-3.807, -4.428, 2.863], [-4.790, -6.466, 2.893], [-4.698, -7.053, 4.219], [-6.307, -6.300, 2.373], [-4.109, -7.377, 1.772], [0.070, -8.205, 3.777], [-0.712, -8.888, 2.373], [1.044, -8.989, 2.504], [1.282, -6.645, 2.139], [-0.276, -5.647, 3.511], [-1.596, -6.614, 2.924], [-0.675, -3.310, 2.308], [-0.704, -4.476, 0.243], [-4.814, -3.354, 2.941], [-2.954, -4.381, 4.066], [-6.353, -5.663, 1.647], [-4.741, -7.675, 1.107], [2.422, 1.963, 0.081], [2.592, 3.278, 0.501], [2.018, 3.710, 1.683], [1.262, 2.831, 2.448], [1.077, 1.515, 2.018], [1.665, 1.084, 0.836], [0.244, 0.560, 2.802], [0.086, -0.585, 2.435], [-0.399, 1.058, 4.053], [-1.213, 0.200, 4.780], [-1.809, 0.639, 5.948], [-1.592, 1.936, 6.399], [-0.784, 2.797, 5.677], [-0.188, 2.364, 4.500], [0.663, 3.313, 3.726], [0.859, 4.442, 4.123], [2.877, 1.630, -0.843], [3.174, 3.964, -0.100], [2.149, 4.728, 2.022], [1.521, 0.061, 0.515], [-1.370, -0.809, 4.423], [-2.445, -0.030, 6.512], [-2.056, 2.276, 7.315], [-0.609, 3.808, 6.017], [4.945, 4.417, -7.124], [4.112, 4.899, -8.128], [2.744, 4.950, -7.931], [2.199, 4.512, -6.732], [3.035, 4.015, -5.729], [4.409, 3.976, -5.928], [2.475, 3.511, -4.443], [3.199, 3.092, -3.564], [0.995, 3.537, -4.272], [0.449, 3.032, -3.101], [-0.920, 3.057, -2.907], [-1.751, 3.593, -3.885], [-1.213, 4.094, -5.058], [0.161, 4.064, -5.259], [0.722, 4.590, -6.536], [0.003, 5.065, -7.388], [6.015, 4.384, -7.278], [4.534, 5.237, -9.065], [2.088, 5.328, -8.703], [5.047, 3.596, -5.142], [1.106, 2.622, -2.348], [-1.341, 2.660, -1.993], [-2.821, 3.616, -3.732], [-1.850, 4.510, -5.826]]
}